(1)
43
Properties=species:S:1:pos:R:3:lowdin_charge:R:1 method="wB97M-V/def2-TZVPD" homo_lumo_gap_ev="6.47 / 7.57" molar_mass_g_mol=417.2 spin_multiplicity=2 total_charge=+2 homo_ha="-0.5448 / -0.5450" s_squared=1.00 lumo_energy_ev="-8.4 / -7.3"
Fe 0.04753 0.08213 0.01042 0.82
N 0.25737 2.85282 1.87100 0.16
C 1.00173 1.80071 2.33526 -0.25
C 1.76842 1.97970 3.49141 0.03
C 2.52128 0.93744 3.96929 0.01
C 2.51844 -0.28801 3.29246 -0.01
C 1.75101 -0.39321 2.17033 -0.09
N 0.99586 0.63152 1.69284 0.04
C -0.63587 2.93181 0.83541 -0.25
C -1.33910 4.12598 0.64557 0.03
C -2.23604 4.22330 -0.38763 0.01
C -2.43175 3.13135 -1.24152 -0.01
C -1.71164 1.99869 -1.00138 -0.09
N -0.82582 1.88992 0.02422 0.04
H 0.36411 3.70674 2.39848 0.16
H 1.75604 2.93428 4.00056 0.13
H 3.11390 1.06319 4.86548 0.14
H 3.09877 -1.12882 3.64132 0.13
H 1.71874 -1.31290 1.59687 0.12
H -1.17433 4.95798 1.31732 0.13
H -2.78901 5.14037 -0.54050 0.14
H -3.12997 3.17391 -2.06377 0.13
H -1.81075 1.12537 -1.63638 0.12
F -3.71509 -3.48120 1.42961 0.13
C -2.73586 -3.16336 0.60038 -0.25
C -2.07020 -1.95283 0.78703 0.01
C -1.06339 -1.65452 -0.08709 -0.07
C -0.66047 -2.46975 -1.14214 -0.11
C -1.36495 -3.66398 -1.27420 -0.19
F -1.05402 -4.51133 -2.25308 0.12
C -2.39474 -4.02416 -0.42157 0.12
C 0.43784 -2.00375 -1.98972 -0.18
C 0.98476 -2.65768 -3.08022 0.05
C 2.03069 -2.06510 -3.77511 0.01
C 2.52118 -0.82863 -3.37773 -0.01
C 1.93661 -0.22730 -2.28570 -0.08
N 0.92687 -0.79984 -1.61520 0.01
H -2.36869 -1.30445 1.60221 0.13
H -2.91409 -4.96233 -0.56262 0.16
H 0.60946 -3.61785 -3.39483 0.13
H 2.46141 -2.57244 -4.62817 0.13
H 3.33321 -0.34081 -3.89628 0.13
H 2.27053 0.73706 -1.92261 0.13

=====

(2)
18
Properties=species:S:1:pos:R:3:lowdin_charge:R:1 method="wB97M-V/def2-TZVPD" homo_lumo_gap_ev=10.42 molar_mass_g_mol=108.1 homo_ha=-0.3948 de_lowest_ev=1.5111 lumo_energy_ev=-0.3 smiles=O.O.O.O.O.O
O 0.29676 0.03721 0.45978 -0.05
H -0.29802 0.44519 1.10628 0.08
H 0.97662 0.70463 0.28809 0.07
O -2.03060 -2.38954 2.67556 -0.07
H -1.85999 -1.97290 1.81437 -0.02
H -2.76625 -2.98715 2.51191 0.03
O 1.23871 1.82462 -2.92554 -0.06
H 0.43862 1.45811 -2.53235 0.03
H 0.97834 2.69653 -3.24294 0.03
O 1.03614 -2.75964 0.35619 -0.07
H 0.21575 -3.16209 0.05057 0.03
H 0.87261 -1.80245 0.32245 -0.01
O -2.09505 -1.34792 -0.06725 -0.06
H -1.30828 -0.77413 -0.16162 0.01
H -2.83248 -0.82290 -0.39845 0.06
O 2.75289 3.49996 -0.09088 -0.05
H 2.31274 4.09054 -0.71184 0.03
H 2.07149 3.26195 0.54567 0.02

=====

(3)
100
Properties=species:S:1:pos:R:3:lowdin_charge:R:1 method="wB97M-V/def2-TZVPD" homo_lumo_gap_ev="7.20 / 7.13" molar_mass_g_mol=876.8 spin_multiplicity=2 total_charge=-1 homo_ha="-0.1685 / -0.1657" s_squared=0.77 de_lowest_ev=2.2693 lumo_energy_ev="2.6 / 2.6"
Cr -0.00997 1.43483 -0.40682 0.73
C 3.91461 2.86900 -0.05935 0.00
C 2.52770 2.55437 0.44147 -0.45
O 1.63980 2.42075 -0.47052 -0.15
C 2.28146 2.48937 1.80255 -0.03
C 0.96479 2.46326 2.33105 -0.34
C 0.70321 3.00223 3.70517 -0.03
N -0.02089 2.01842 1.60407 -0.02
N -1.30218 2.44178 1.93831 0.16
C -2.16581 1.60456 1.49085 -0.34
O -1.09628 0.05898 0.10805 -0.26
C -4.53660 1.69293 0.86663 -0.21
C -5.23432 1.27891 -0.26921 -0.01
C -6.53165 0.81373 -0.15185 -0.09
C -7.14519 0.73879 1.09431 -0.11
C -6.45119 1.14539 2.22252 -0.09
C -5.15723 1.63511 2.10906 -0.02
H 3.96573 2.63741 -1.12083 0.09
H 4.65973 2.27873 0.47763 0.07
H 4.14481 3.92569 0.09488 0.08
H 3.10796 2.66765 2.47758 0.10
H 1.62443 3.03232 4.28518 0.07
H -0.04614 2.40817 4.22716 0.07
H 0.31064 4.01836 3.61772 0.09
H -4.74025 1.32775 -1.23098 0.12
H -7.06376 0.49106 -1.03850 0.10
H -8.15605 0.36078 1.18176 0.09
H -6.92063 1.09539 3.19741 0.10
H -4.61576 1.98484 2.97978 0.11
C -2.55640 -2.95073 3.84793 -0.13
C -2.88143 -1.65117 4.21678 -0.11
C -2.64353 -0.58609 3.36828 -0.04
C -2.06005 -0.79927 2.10892 -0.20
C -1.73399 -2.10850 1.73092 -0.02
C -1.98485 -3.15678 2.59902 -0.11
N -1.83912 0.25411 1.26700 -0.06
N -3.21104 2.14650 0.76398 0.06
C -2.75993 3.04078 -0.28107 -0.20
C -3.61513 4.03947 -0.72501 -0.05
C -3.20417 4.89918 -1.73568 -0.12
C -1.94217 4.75097 -2.28671 -0.11
C -1.10807 3.73008 -1.83303 -0.11
C -1.47191 2.84136 -0.81911 -0.10
H -2.74385 -3.78068 4.51703 0.09
H -3.32840 -1.45507 5.18495 0.09
H -2.90624 0.41901 3.67530 0.09
H -1.28849 -2.28797 0.76363 0.10
H -1.71630 -4.15895 2.28511 0.10
H -4.59640 4.15301 -0.27888 0.11
H -3.87260 5.67999 -2.08001 0.09
H -1.60833 5.41135 -3.07920 0.09
H -0.13750 3.61129 -2.30467 0.09
O 2.21836 0.49425 -2.73429 0.00
C 1.02503 0.49303 -3.03823 -0.59
O 0.05308 0.96726 -2.35273 -0.12
C 0.59394 -0.20350 -4.31598 -0.13
C 1.55504 -0.77968 -5.13752 -0.03
C 1.17657 -1.48311 -6.27110 -0.09
C -0.16952 -1.61725 -6.58659 -0.11
C -1.13272 -1.03948 -5.76974 -0.09
C -0.75198 -0.33258 -4.63792 -0.02
H 2.59483 -0.67866 -4.85386 0.11
H 1.93023 -1.93412 -6.90579 0.09
H -0.46674 -2.17263 -7.46853 0.09
H -2.18328 -1.14265 -6.01439 0.09
H -1.48320 0.12532 -3.98414 0.12
C 1.04216 -3.14638 4.12006 -0.10
C 0.93535 -1.76505 4.06232 -0.08
C 1.23222 -1.09437 2.88373 -0.11
C 1.63304 -1.79366 1.74929 -0.36
C 1.73677 -3.17956 1.81601 -0.09
C 1.45035 -3.85021 2.99679 -0.10
As 1.90714 -0.77274 0.10775 1.43
C 1.69130 -2.21249 -1.18628 -0.36
C 2.71349 -3.07818 -1.55979 -0.11
C 2.48266 -4.06421 -2.50971 -0.09
C 1.22743 -4.19392 -3.08869 -0.10
C 0.20117 -3.34117 -2.71033 -0.08
C 0.43079 -2.35423 -1.76051 -0.10
C 3.85446 -0.60072 0.16559 -0.35
C 4.52779 -0.57122 1.38331 -0.11
C 5.89421 -0.32567 1.42932 -0.10
C 6.60244 -0.11443 0.25432 -0.11
C 5.93566 -0.14797 -0.96242 -0.09
C 4.56751 -0.38208 -1.01142 -0.12
H 0.78948 -3.67430 5.03146 0.10
H 0.59928 -1.20650 4.92766 0.10
H 1.11455 -0.01896 2.83367 0.08
H 2.02846 -3.74599 0.94046 0.09
H 1.52439 -4.93103 3.03038 0.10
H 3.69952 -2.97438 -1.12276 0.10
H 3.28770 -4.72768 -2.80322 0.10
H 1.05142 -4.95348 -3.84080 0.10
H -0.77603 -3.42072 -3.17091 0.10
H -0.36973 -1.67734 -1.47965 0.09
H 3.98689 -0.73922 2.30702 0.09
H 6.40359 -0.30245 2.38553 0.10
H 7.66860 0.07585 0.28711 0.09
H 6.47833 0.02442 -1.88454 0.10
H 4.04685 -0.36859 -1.96049 0.09